(1)
Here is C47H50IN6O2P2Tl as an isolated structure at a distorted geometry from the OMol25 dataset. Energies are from ωB97M-V with the def2-TZVPD basis set.

Cartesian coordinates (Å):
1 Tl 1.87696 -19.76176 9.30049
2 C 5.52027 -16.82861 7.25635
3 C 6.12190 -17.70547 8.26884
4 N 7.41222 -17.73353 8.43139
5 C 7.90852 -18.63993 9.26542
6 C 7.17886 -19.59898 9.96880
7 C 7.96088 -20.45988 10.96683
8 O 7.50272 -20.41094 12.34813
9 C 5.76291 -19.60647 9.80280
10 C 4.95424 -20.53993 10.53717
11 N 3.70845 -20.80438 10.37492
12 C 3.12470 -21.64521 11.39149
13 C 3.01409 -23.02585 11.03286
14 C 2.55491 -23.93421 11.96684
15 C 2.24303 -23.51349 13.21343
16 C 2.28391 -22.11410 13.60247
17 C 2.77709 -21.23771 12.62849
18 I 2.87567 -18.96156 13.25376
19 C 5.19371 -18.59341 9.02011
20 O 3.93549 -18.49146 8.78598
21 H 6.17194 -15.98694 7.17572
22 H 4.51418 -16.52392 7.45670
23 H 5.46835 -17.38859 6.31284
24 H 8.96802 -18.57104 9.41821
25 H 9.01504 -20.17286 10.99032
26 H 7.84644 -21.54752 10.74607
27 H 7.48742 -19.50570 12.59699
28 H 5.40977 -21.05682 11.36630
29 H 3.36444 -23.30961 10.06063
30 H 2.62327 -24.98409 11.71051
31 H 1.85215 -24.30587 13.87947
32 H 2.01353 -21.72729 14.62915
33 C -0.39228 -16.15849 12.72983
34 C -0.86762 -16.33449 11.33955
35 P 0.54883 -16.62075 10.20117
36 C 1.04982 -14.90843 9.83944
37 C 2.39628 -14.82440 9.37378
38 C 2.86691 -13.58653 8.91523
39 C 2.11931 -12.42400 9.11361
40 C 0.85555 -12.50812 9.70010
41 C 0.33632 -13.72718 10.06184
42 C -0.21058 -17.03755 8.55369
43 C -1.00078 -18.18923 8.46015
44 C -1.59099 -18.57396 7.27140
45 C -1.44530 -17.76916 6.13107
46 C -0.56771 -16.69052 6.16452
47 C 0.01720 -16.31649 7.40535
48 C -0.28337 -17.47387 13.67445
49 P 0.38032 -19.04227 12.97262
50 C -0.01629 -20.10269 14.45678
51 C -0.81934 -21.27089 14.20142
52 C -1.17841 -22.09965 15.26918
53 C -0.66214 -21.80555 16.51840
54 C 0.09559 -20.63202 16.76012
55 C 0.47733 -19.85097 15.71077
56 C 2.85424 -16.73283 13.79959
57 C 2.80846 -16.36843 15.12992
58 C 2.80900 -15.02343 15.50747
59 C 2.91440 -14.03529 14.49947
60 C 2.97201 -14.44069 13.16638
61 C 2.90932 -15.76161 12.81662
62 H -1.07606 -15.53684 13.33914
63 H 0.54580 -15.65921 12.82462
64 H -1.44226 -15.44706 10.97706
65 H -1.62842 -17.09364 11.24165
66 H 3.08547 -15.68523 9.19321
67 H 3.76953 -13.58938 8.32316
68 H 2.45035 -11.37980 8.80162
69 H 0.19681 -11.69171 9.76668
70 H -0.68283 -13.83574 10.42169
71 H -1.16142 -18.76936 9.36267
72 H -2.26818 -19.43104 7.32600
73 H -1.91877 -18.09718 5.18122
74 H -0.50352 -16.14232 5.26689
75 H 0.63032 -15.42786 7.47297
76 H -1.29242 -17.87006 13.88143
77 H 0.21529 -17.25590 14.60990
78 H -1.31649 -21.46651 13.22841
79 H -1.83859 -22.94928 15.05873
80 H -1.04165 -22.33951 17.39903
81 H 0.34444 -20.37441 17.78922
82 H 1.18530 -19.05506 15.81742
83 H 2.64545 -17.10168 15.84559
84 H 2.79429 -14.75530 16.57063
85 H 3.03001 -13.04786 14.81343
86 H 3.08556 -13.67142 12.45305
87 H 3.06195 -16.07254 11.76788
88 C 3.81583 -21.36773 6.32109
89 N 4.23563 -21.35573 4.89555
90 C 4.21046 -19.96263 4.43869
91 N 2.89349 -19.37567 4.58565
92 C 2.45773 -19.36033 5.97948
93 N 2.48026 -20.76318 6.46822
94 C 1.48946 -21.52948 5.66530
95 N 1.83498 -21.51657 4.25122
96 C 3.16999 -22.11607 4.16834
97 C 1.93344 -20.14844 3.78959
98 H 4.53268 -20.75092 6.90730
99 H 3.77281 -22.39138 6.63225
100 H 4.37974 -19.90609 3.35759
101 H 4.94855 -19.35145 4.97599
102 H 1.46005 -18.95039 6.08120
103 H 3.16067 -18.67765 6.54330
104 H 0.51311 -21.01183 5.68679
105 H 1.40067 -22.50981 6.07742
106 H 3.52320 -22.16561 3.10042
107 H 3.11339 -23.11713 4.63423
108 H 0.95769 -19.69459 3.84077
109 H 2.29603 -20.12394 2.82754

calculated total energy: -3452.69189 a.u.
gap between HOMO and LUMO: 6.8 eV
charge: 0

(2)
Here is C47H51BCrF5N6O2PS3 as an isolated structure at a distorted geometry from the OMol25 dataset. Energies are from ωB97M-V with the def2-TZVPD basis set.

Cartesian coordinates (Å):
1 Cr -0.92324 -1.34985 -1.16577
2 C -0.52732 1.28344 -5.70293
3 C -0.73695 1.92915 -4.38223
4 C -1.02159 3.25984 -4.26044
5 C -1.35507 3.72209 -2.97561
6 N -1.35890 2.93322 -1.93443
7 N -0.92139 1.70246 -2.06075
8 B -0.88014 0.92668 -0.73842
9 N -2.00667 1.39354 0.13671
10 N -1.85262 2.41991 1.02090
11 C -2.90514 2.86819 1.63615
12 C -4.19232 2.26763 1.43828
13 C -4.35350 1.21747 0.60085
14 C -5.63452 0.40656 0.45072
15 C -3.17743 0.78588 -0.12589
16 S -3.17283 -0.46573 -1.28791
17 C -2.76310 3.94941 2.67891
18 C -2.92150 3.16944 3.96874
19 C -3.92875 4.90315 2.42928
20 C -1.43588 4.70128 2.68997
21 N 0.38693 1.06348 0.08871
22 N 1.36998 1.88964 -0.26687
23 C 2.28863 2.08719 0.62224
24 C 2.26447 1.43945 1.86097
25 C 1.35715 0.51176 2.19726
26 C 1.49052 -0.26621 3.49670
27 C 0.39878 0.26512 1.19353
28 S -0.86010 -0.94371 1.31639
29 C 3.33403 3.10846 0.18946
30 C 4.31867 2.41076 -0.79619
31 C 2.74046 4.38950 -0.43633
32 C 4.12848 3.64489 1.37956
33 C -0.73584 1.09477 -3.21403
34 S -0.55865 -0.63135 -3.35947
35 C -1.88703 5.15513 -2.54397
36 C -0.76882 6.02672 -2.01212
37 C -2.91949 5.01155 -1.39139
38 C -2.56250 5.86677 -3.69821
39 H -0.72008 2.01622 -6.52913
40 H -1.22073 0.40497 -5.90471
41 H 0.49683 0.90250 -5.70876
42 H -1.13645 3.88978 -5.14656
43 H -5.03790 2.68990 1.98674
44 H -6.48053 0.77352 1.04932
45 H -5.39182 -0.58531 0.77875
46 H -5.97157 0.34717 -0.60668
47 H -3.80641 2.49827 3.94323
48 H -2.98468 3.79879 4.84254
49 H -1.97253 2.55563 4.06414
50 H -4.91624 4.50339 2.67470
51 H -3.93151 5.34034 1.41465
52 H -3.81196 5.77392 3.07010
53 H -0.59180 4.03931 2.93874
54 H -1.40396 5.50969 3.43487
55 H -1.31564 5.08841 1.68907
56 H 3.06395 1.67212 2.56946
57 H 2.15031 0.29395 4.13711
58 H 1.91646 -1.22043 3.23845
59 H 0.51857 -0.51543 3.92726
60 H 3.75741 1.96165 -1.62088
61 H 4.77857 1.55635 -0.31143
62 H 5.03062 3.12854 -1.18957
63 H 2.14515 4.19077 -1.32274
64 H 3.50327 5.13663 -0.62589
65 H 2.00748 4.76025 0.29296
66 H 4.66816 2.85908 1.89376
67 H 3.51054 4.08242 2.13909
68 H 4.81946 4.43222 1.11395
69 H -0.26126 5.52645 -1.18487
70 H -1.14215 6.98594 -1.68010
71 H 0.00000 6.18325 -2.70634
72 H -2.32552 4.77712 -0.48418
73 H -3.54714 4.15845 -1.57525
74 H -3.53134 5.88414 -1.23656
75 H -1.86904 6.21782 -4.47021
76 H -2.97598 6.75415 -3.27216
77 H -3.32928 5.21445 -4.15914
78 O 2.25393 -1.31789 0.28637
79 C 1.81039 -2.25786 -0.41273
80 O 0.80581 -2.15944 -1.16104
81 C 2.59230 -3.52840 -0.48412
82 P 1.68212 -4.79293 0.52561
83 C 2.56033 -4.82812 2.11535
84 C 1.87309 -4.65968 3.32894
85 C 2.51146 -4.86599 4.54026
86 C 3.86367 -5.16122 4.57496
87 C 4.56118 -5.26406 3.39937
88 C 3.91313 -5.15035 2.17931
89 C 2.25512 -6.32387 -0.24830
90 C 2.38834 -7.45952 0.53097
91 C 2.54918 -8.70462 -0.05989
92 C 2.56424 -8.81447 -1.46033
93 C 2.37750 -7.68864 -2.21370
94 C 2.22324 -6.47045 -1.63893
95 H 3.61755 -3.29499 -0.20935
96 H 2.57136 -3.89223 -1.53520
97 H 0.84708 -4.47797 3.35720
98 H 2.01185 -4.67941 5.48789
99 H 4.41876 -5.22221 5.49260
100 H 5.62348 -5.39268 3.48907
101 H 4.51124 -5.20649 1.27334
102 H 2.40883 -7.40213 1.61580
103 H 2.70505 -9.51479 0.57672
104 H 2.72453 -9.79559 -1.94245
105 H 2.27481 -7.83656 -3.28940
106 H 1.87575 -5.63040 -2.22612
107 F -0.42806 -3.68643 -3.36453
108 C -0.99064 -4.20486 -2.28738
109 C -1.55124 -3.37308 -1.31387
110 C -2.19883 -4.08121 -0.32713
111 F -2.75876 -3.39647 0.69843
112 C -2.34670 -5.45365 -0.29650
113 F -2.94728 -5.96476 0.74134
114 C -1.80750 -6.26688 -1.28557
115 F -1.94563 -7.57856 -1.33802
116 C -1.14099 -5.60730 -2.30572
117 F -0.66776 -6.32788 -3.31934

calculated total energy: -5405.19604 a.u.
gap between HOMO and LUMO (spin up / spin down): 6.7 / 6.2 eV
charge: 0
multiplicity: 5